ORCA calculation (ωB97M-V with the def2-TZVPD basis set) on C14H17I2LaNO4RhS as an isolated structure.

## Properties
ΔE to the lowest compared entry with this formula, charge and spin = 143.5 kJ/mol
Multiplicity = 5
E_LUMO (alpha / beta) = -14.74 / -16.60 eV
Largest force on an atom = 5.57 eV/Å
Kohn-Sham gap (alpha / beta) = 7.19 / 5.28 eV
Charge = +4

```
41
Properties=species:S:1:pos:R:3:mulliken_spin:R:1
I 1.733 -4.186 -0.101 0.984
I 1.723 3.564 -0.089 1.141
Rh -0.015 1.590 0.211 0.684
La 0.483 -1.436 0.216 0.019
S 1.545 0.215 -1.626 0.075
C -1.720 -2.084 -1.199 -0.003
C -1.405 -2.619 1.715 0.002
C 0.724 -0.070 -3.273 -0.022
C 1.563 1.049 -3.914 0.009
C -0.774 0.192 -3.432 0.002
C 1.107 -1.464 -3.758 0.045
C -0.926 2.280 1.702 0.014
C -1.474 1.964 -0.876 0.048
O -1.822 -3.005 2.716 0.006
O -2.499 -2.510 -1.931 0.001
O -1.354 2.644 2.697 0.009
O -2.311 2.522 -1.442 0.004
H 1.307 1.122 -4.969 0.000
H 2.631 0.806 -3.775 0.000
H 1.358 2.003 -3.392 -0.003
H -1.139 -0.425 -4.270 -0.001
H -0.940 1.248 -3.682 0.002
H -1.396 -0.066 -2.562 0.004
H 0.873 -1.520 -4.833 0.000
H 0.557 -2.263 -3.231 -0.016
H 2.178 -1.638 -3.601 -0.007
C -2.586 -0.223 2.807 0.032
C -1.139 -0.118 3.054 0.371
C -0.566 -0.101 4.336 0.046
C 0.875 0.080 4.189 0.098
C 1.120 0.172 2.810 0.307
C 2.435 0.577 2.279 0.008
N -0.077 0.087 2.128 0.025
H -2.976 -0.261 1.778 -0.006
H -3.108 0.641 3.281 0.032
H -2.979 -1.124 3.325 0.023
H -1.188 -0.123 5.248 -0.002
H 1.615 0.303 4.969 -0.001
H 2.672 1.610 2.628 0.044
H 3.269 -0.050 2.681 0.025
H 2.625 0.619 1.186 -0.001
```

***

ORCA calculation (ωB97M-V with the def2-TZVPD basis set) on C14H17IN2NiO2 as an isolated structure.

## Properties
Multiplicity = 3
E_LUMO (alpha / beta) = -0.03 / -0.11 eV
Largest force on an atom = 3.94 eV/Å
Kohn-Sham gap (alpha / beta) = 4.14 / 7.73 eV

```
37
Properties=species:S:1:pos:R:3:mulliken_spin:R:1
C 1.863 2.609 0.316 -0.010
C 2.187 1.602 -0.847 0.051
H 2.288 3.553 -0.041 0.010
H 2.344 2.331 1.252 0.001
H 0.806 2.914 0.531 0.024
H 1.360 1.087 -1.432 0.017
H 2.673 2.195 -1.622 -0.002
H 2.859 0.816 -0.518 0.000
C -1.902 2.055 -1.730 -0.033
C -3.232 1.742 -1.979 0.106
C -3.552 0.433 -2.339 0.128
C -2.561 -0.542 -2.320 -0.048
H -1.549 3.078 -1.598 0.009
H -3.992 2.515 -1.882 0.015
H -4.558 0.160 -2.643 0.017
H -2.750 -1.582 -2.573 0.016
N -0.964 1.075 -1.554 0.229
C -1.285 -0.223 -1.863 0.183
C -0.292 -1.253 -1.555 0.084
N 0.661 -0.894 -0.669 0.129
C 1.537 -1.803 -0.237 -0.068
C 0.609 -3.486 -1.688 0.003
C 1.574 -3.108 -0.745 0.156
H 2.257 -1.467 0.513 0.000
H 2.333 -3.802 -0.386 0.016
C -0.368 -2.566 -2.061 0.061
H -1.187 -2.820 -2.737 0.018
H 0.627 -4.473 -2.146 0.002
Ni 0.388 1.547 -0.283 0.818
I -1.239 1.484 1.577 0.049
C -0.428 -1.916 4.104 0.001
O -0.353 -0.710 3.289 0.003
C -1.369 -0.510 2.454 0.011
O -2.246 -1.308 2.200 0.006
H 0.586 -2.050 4.485 0.000
H -0.746 -2.783 3.512 0.000
H -1.128 -1.715 4.928 0.000
```

***

ORCA calculation (ωB97M-V with the def2-TZVPD basis set) on a 2-piece molecular cluster, C14H17N3 overall.

## Properties
ΔE to the lowest compared entry with this formula, charge and spin = 10.8 kJ/mol
E_LUMO = 0.85 eV
Largest force on an atom = 1.42 eV/Å
Structure (SMILES) = Cc1c[nH]c2ccccc12.CCc1c[nH]cn1
Kohn-Sham gap = 8.70 eV

```
34
Properties=species:S:1:pos:R:3:mulliken_charge:R:1
C -2.574 1.163 -4.256 -1.334
C -3.136 0.065 -3.413 0.476
C -4.298 -0.621 -3.533 -0.727
N -4.458 -1.502 -2.480 -0.014
C -3.404 -1.344 -1.622 -0.336
C -3.115 -1.934 -0.383 -0.638
C -1.932 -1.652 0.245 -0.536
C -1.035 -0.708 -0.317 -0.499
C -1.323 -0.121 -1.522 -0.719
C -2.557 -0.367 -2.159 1.106
H -2.635 2.111 -3.711 0.291
H -3.121 1.307 -5.182 0.365
H -1.529 0.969 -4.499 0.317
H -5.072 -0.456 -4.263 0.390
H -5.255 -2.101 -2.374 0.167
H -3.829 -2.654 -0.011 0.330
H -1.624 -2.195 1.124 0.391
H -0.054 -0.567 0.113 0.625
H -0.726 0.655 -1.982 0.337
C 5.401 1.256 1.686 -1.128
C 4.689 0.111 2.442 -0.332
C 3.281 0.453 2.785 0.396
C 2.692 0.336 4.006 -0.579
N 1.383 0.704 3.819 -0.087
C 1.234 0.970 2.495 -0.309
N 2.353 0.836 1.847 -0.560
H 6.476 1.066 1.664 0.352
H 5.213 2.213 2.169 0.336
H 5.014 1.268 0.667 0.266
H 4.703 -0.764 1.784 0.230
H 5.262 -0.154 3.333 0.282
H 3.062 -0.085 4.925 0.385
H 0.657 0.509 4.489 0.237
H 0.257 1.232 2.113 0.519
```

***

ORCA calculation (ωB97M-V with the def2-TZVPD basis set) on the molecule C14H17N3O2S2.

## Properties
ΔE to the lowest compared entry with this formula, charge and spin = 100.8 kJ/mol
E_LUMO = 0.50 eV
Largest force on an atom = 1.04 eV/Å
Structure (SMILES) = COc1ccc(CCNC(=O)c2sc(=S)n(C)c2N)cc1
Kohn-Sham gap = 8.07 eV

```
38
Properties=species:S:1:pos:R:3:mulliken_charge:R:1
C 2.595 3.535 -0.144 -0.893
O 1.659 2.758 -0.850 -0.454
C 1.807 1.402 -0.845 0.903
C 2.808 0.711 -0.174 -0.420
C 2.845 -0.671 -0.224 -0.759
C 1.908 -1.393 -0.945 0.294
C 1.882 -2.894 -0.885 -1.198
C 1.066 -3.330 0.348 -0.849
N -0.260 -2.763 0.315 -0.113
C -0.516 -1.560 0.885 0.413
O 0.199 -1.063 1.754 -0.794
C -1.736 -0.902 0.461 0.623
S -2.867 -1.496 -0.745 -0.233
C -3.900 -0.104 -0.527 0.461
S -5.311 0.152 -1.317 -0.409
N -3.351 0.734 0.402 -0.036
C -3.961 1.990 0.758 -1.083
C -2.165 0.311 0.944 -0.179
N -1.462 1.072 1.808 -0.371
C 0.921 -0.692 -1.631 0.009
C 0.867 0.684 -1.584 -0.747
H 2.291 4.570 -0.291 0.243
H 3.609 3.398 -0.535 0.358
H 2.585 3.303 0.926 0.344
H 3.555 1.233 0.403 0.398
H 3.618 -1.196 0.319 0.372
H 2.891 -3.297 -0.798 0.424
H 1.418 -3.302 -1.786 0.352
H 0.990 -4.419 0.394 0.370
H 1.542 -2.957 1.257 0.412
H -0.850 -3.045 -0.454 0.268
H -4.829 2.133 0.114 0.270
H -4.292 1.974 1.799 0.356
H -3.253 2.804 0.605 0.368
H -1.939 1.735 2.394 0.234
H -0.644 0.584 2.170 0.238
H 0.183 -1.229 -2.211 0.358
H 0.098 1.230 -2.108 0.471
```

***

ORCA calculation (ωB97M-V with the def2-TZVPD basis set) on the molecule C14H17NO.

## Properties
ΔE to the lowest compared entry with this formula, charge and spin = 1025.9 kJ/mol
E_LUMO = 0.15 eV
Largest force on an atom = 8.76 eV/Å
Structure (SMILES) = CNCCCOc1cccc2ccccc12
Kohn-Sham gap = 7.98 eV

```
33
Properties=species:S:1:pos:R:3:mulliken_charge:R:1
C 3.574 0.687 0.067 -0.746
N 3.213 1.657 -1.068 -0.263
C 1.911 2.278 -1.174 -0.064
C 1.270 2.395 0.217 -0.864
C 0.494 1.270 0.744 -0.267
O -0.827 1.508 0.126 -0.383
C -1.481 0.402 0.649 0.484
C -2.613 0.615 1.466 -0.703
C -3.828 -0.290 1.334 -0.455
C -3.405 -1.673 1.002 -0.380
C -1.991 -1.912 0.534 0.080
C -1.668 -3.249 0.068 -0.697
C -0.804 -3.279 -1.012 -0.318
C -0.063 -2.136 -1.551 -0.816
C -0.368 -0.768 -0.960 -0.113
C -1.299 -0.699 -0.019 1.111
H 3.779 0.897 1.262 0.206
H 2.843 -0.317 -0.083 0.189
H 4.535 0.262 -0.230 0.375
H 3.729 1.534 -1.995 0.230
H 1.796 3.311 -1.735 0.329
H 0.935 1.550 -1.435 0.093
H 1.853 3.110 0.988 0.216
H 0.261 2.899 0.314 0.431
H 1.062 0.233 0.561 0.185
H 0.427 1.221 2.029 0.249
H -3.054 1.532 1.767 0.367
H -5.041 0.167 1.439 0.228
H -4.143 -2.615 1.130 0.230
H -2.020 -4.324 0.210 0.264
H -0.216 -4.274 -1.329 0.211
H 0.853 -1.977 -2.128 0.341
H 0.285 -0.017 -1.185 0.249
```

***

ORCA calculation (ωB97M-V with the def2-TZVPD basis set) on C14H17NO2Sr as an isolated structure.

## Properties
ΔE to the lowest compared entry with this formula, charge and spin = 181.8 kJ/mol
E_LUMO = -0.67 eV
Largest force on an atom = 6.93 eV/Å
Kohn-Sham gap = 5.01 eV

```
35
Properties=species:S:1:pos:R:3:mulliken_charge:R:1
C 0.390 1.912 1.650 0.133
C -0.115 1.416 -1.671 -0.480
C 1.651 2.396 1.299 -0.546
H 0.059 2.045 2.751 0.196
C 0.989 0.669 -1.565 -0.233
H -0.776 1.337 -2.527 0.396
H 2.168 2.899 2.153 0.299
H 1.134 -0.129 -2.308 0.375
C 2.277 2.192 0.073 -1.128
H 3.352 2.292 0.240 0.387
H 2.033 2.961 -0.644 0.411
C -0.822 1.751 0.747 0.344
H -1.663 2.287 1.248 0.415
H -1.200 0.722 0.569 -0.349
C -0.582 2.391 -0.652 -1.093
H 0.057 3.262 -0.525 0.392
H -1.561 2.793 -0.972 0.398
C 2.057 0.794 -0.569 -0.222
H 3.000 0.494 -1.049 0.449
H 1.914 0.050 0.216 -0.120
Sr -1.524 -1.196 2.720 1.275
H -0.011 -0.108 2.230 -0.356
O 2.017 -2.153 0.608 -0.592
C 0.905 -2.085 1.145 0.438
O 0.654 -1.785 2.424 -0.874
C -0.311 -2.372 0.279 0.856
C -0.426 -3.492 -0.557 -0.707
C -1.603 -3.642 -1.282 -0.283
C -2.569 -2.639 -1.246 -0.683
C -2.376 -1.523 -0.445 -0.354
N -1.325 -1.467 0.369 -0.514
H 0.436 -4.159 -0.567 0.468
H -1.729 -4.532 -1.869 0.437
H -3.462 -2.705 -1.851 0.402
H -3.042 -0.674 -0.418 0.464
```

***

ORCA calculation (ωB97M-V with the def2-TZVPD basis set) on C14H18AlNOS4Si as an isolated structure.

## Properties
E_LUMO = -0.47 eV
Largest force on an atom = 0.38 eV/Å
Kohn-Sham gap = 6.95 eV

```
40
Properties=species:S:1:pos:R:3:mulliken_charge:R:1
Al -0.167 0.227 -0.473 0.323
O 0.159 -0.538 1.491 -0.281
C -0.232 -1.843 1.870 -0.412
C -0.547 -2.568 0.588 0.511
C -0.879 -3.910 0.611 -0.902
C -1.166 -4.551 -0.578 -0.223
C -1.110 -3.827 -1.757 -0.890
C -0.781 -2.490 -1.701 -0.186
N -0.501 -1.859 -0.549 0.140
H 0.225 0.081 2.226 0.297
H -1.110 -1.820 2.518 0.349
H 0.589 -2.342 2.390 0.351
H -0.910 -4.438 1.556 0.447
H -1.431 -5.600 -0.585 0.417
H -1.328 -4.283 -2.712 0.418
H -0.760 -1.883 -2.595 0.390
S -0.818 0.568 -2.690 -0.298
S -1.384 2.492 -2.216 -0.119
S -2.937 2.146 -0.932 -0.094
S -1.964 1.150 0.615 -0.275
C 3.256 -0.142 0.540 -1.222
Si 2.131 1.099 -0.345 0.513
C 2.869 1.380 -2.045 -1.125
C 2.254 2.703 0.641 0.320
C 1.504 3.828 0.270 -0.111
C 1.586 5.017 0.980 -0.696
C 2.414 5.110 2.092 -0.401
C 3.156 4.007 2.487 -0.645
C 3.074 2.820 1.767 -0.107
H 4.300 0.182 0.489 0.394
H 3.193 -1.125 0.064 0.310
H 3.001 -0.269 1.595 0.278
H 3.892 1.757 -1.975 0.369
H 2.272 2.093 -2.617 0.290
H 2.880 0.443 -2.609 0.303
H 0.831 3.770 -0.581 0.181
H 0.997 5.871 0.671 0.385
H 2.476 6.035 2.651 0.366
H 3.804 4.071 3.352 0.373
H 3.675 1.976 2.087 0.262
```